# 1
DFT (wB97M-V/def2-TZVPD) results for a molecular structure, C46H45BrN7O7SW.

Calculated values
- E_HOMO (spin up / spin down): -15.00 / -15.00 eV
- Lowest unoccupied orbital energy (spin up / spin down): -9.8361 / -9.8371 eV

Geometry as ORCA input:
```
! RIJCOSX wB97M-V def2-TZVPD def2/J DEFGRID3
* xyz 3 1
W -11.26 -6.98 -21.83
O -12.07 -7.71 -20.29
C -13.31 -8.15 -19.96
C -13.82 -8.05 -18.67
C -15.13 -8.50 -18.45
C -15.94 -9.05 -19.45
C -15.44 -9.18 -20.70
C -14.11 -8.76 -20.94
C -13.60 -8.96 -22.24
N -12.43 -8.51 -22.66
N -11.92 -9.20 -23.73
C -10.63 -8.99 -23.79
O -10.11 -8.11 -22.91
C -9.74 -9.67 -24.68
C -8.36 -9.51 -24.43
C -7.43 -10.07 -25.31
C -7.88 -10.85 -26.36
C -9.25 -11.05 -26.55
C -10.17 -10.48 -25.73
H -13.22 -7.64 -17.91
H -15.58 -8.36 -17.49
H -16.94 -9.29 -19.20
H -16.03 -9.54 -21.55
H -14.11 -9.65 -22.93
H -8.02 -8.93 -23.58
H -6.37 -9.96 -25.12
H -7.15 -11.35 -27.03
H -9.61 -11.66 -27.37
H -11.27 -10.58 -25.93
C -11.03 -11.57 -21.37
O -10.89 -10.20 -20.89
C -10.09 -9.97 -19.83
C -9.74 -11.03 -18.99
C -8.80 -10.84 -17.97
Br -8.23 -12.27 -16.84
C -8.25 -9.61 -17.78
C -8.63 -8.55 -18.58
C -9.56 -8.71 -19.60
O -9.70 -7.65 -20.52
C -7.90 -7.27 -18.45
N -6.65 -7.17 -18.23
C -6.36 -5.80 -18.30
C -5.15 -5.19 -18.05
C -5.11 -3.83 -18.20
C -6.23 -3.08 -18.61
C -7.45 -3.69 -18.83
C -7.51 -5.06 -18.64
N -8.58 -6.04 -18.75
H -10.05 -12.04 -21.46
H -11.52 -11.48 -22.34
H -11.68 -12.15 -20.72
H -10.14 -12.03 -19.18
H -7.51 -9.43 -17.04
H -9.32 -6.85 -20.00
H -4.31 -5.82 -17.75
H -4.17 -3.33 -18.10
H -6.22 -2.01 -18.74
H -8.35 -3.12 -19.10
H -9.36 -5.84 -18.15
N -8.00 -2.40 -22.55
C -7.97 -3.74 -22.47
C -9.15 -4.44 -22.11
N -9.17 -5.77 -22.01
C -8.02 -6.41 -22.16
C -6.91 -5.75 -22.67
N -6.87 -4.42 -22.78
H -8.72 -1.80 -22.17
H -7.16 -1.94 -22.80
H -10.11 -3.94 -21.94
H -7.97 -7.50 -22.08
H -6.01 -6.28 -22.96
C -15.39 -0.06 -21.64
C -14.74 -1.39 -21.58
C -15.19 -2.48 -22.31
C -14.54 -3.70 -22.23
C -15.09 -4.77 -23.12
C -13.44 -3.81 -21.32
C -12.99 -2.68 -20.56
C -11.91 -2.75 -19.47
C -13.61 -1.51 -20.75
C -12.71 -5.00 -21.36
O -11.48 -5.10 -20.92
O -13.13 -6.13 -21.84
H -14.66 0.72 -21.90
H -15.75 0.25 -20.64
H -16.22 -0.02 -22.32
H -16.01 -2.35 -23.01
H -15.92 -4.40 -23.76
H -15.48 -5.60 -22.54
H -14.34 -5.23 -23.79
H -12.21 -3.46 -18.69
H -11.87 -1.76 -18.99
H -10.93 -3.07 -19.79
H -13.33 -0.62 -20.21
O -11.48 -6.04 -23.58
S -10.59 -5.18 -24.59
C -11.77 -4.85 -25.91
C -11.44 -5.76 -27.10
C -10.62 -6.92 -26.55
C -9.61 -6.28 -25.59
H -11.69 -3.80 -26.13
H -12.74 -5.06 -25.46
H -10.81 -5.20 -27.79
H -12.37 -6.08 -27.59
H -10.13 -7.51 -27.34
H -11.27 -7.60 -26.00
H -8.94 -5.62 -26.14
H -9.05 -6.94 -24.95
*
```

Atom charges from the Mulliken analysis, given in e for atoms 1 to 4: atom 1 (W): 2.5059, atom 2 (O): 0.8393, atom 3 (C): 0.2287, atom 4 (C): -1.1547

***

# 2
DFT (wB97M-V/def2-TZVPD) results for a molecular structure, C46H45GaN4O6P2S.

Calculated values
- E_HOMO: -7.17 eV
- Lowest unoccupied orbital energy: 0.0804 eV

Geometry as ORCA input:
```
! RIJCOSX wB97M-V def2-TZVPD def2/J DEFGRID3
* xyz 0 1
Ga -0.63 0.75 -1.18
O -3.76 -1.11 -2.97
C -2.92 -0.33 -2.58
O -1.86 -0.62 -1.89
C -3.01 1.14 -2.92
C -4.03 1.65 -3.71
C -3.98 3.00 -4.04
C -2.94 3.78 -3.55
C -1.98 3.19 -2.75
N -2.02 1.89 -2.46
H -4.81 0.99 -4.05
H -4.74 3.44 -4.67
H -2.87 4.83 -3.80
H -1.14 3.74 -2.35
N 0.21 -2.02 0.31
P -1.17 -1.14 0.81
C -2.53 -2.37 0.73
C -2.34 -3.65 1.26
C -3.35 -4.60 1.17
C -4.56 -4.27 0.58
C -4.77 -2.99 0.10
C -3.76 -2.04 0.18
C -1.12 -1.08 2.64
C -2.06 -0.22 3.21
C -2.21 -0.15 4.58
C -1.45 -0.97 5.40
C -0.53 -1.85 4.84
C -0.37 -1.91 3.46
P 0.55 -1.75 -1.35
C 2.28 -2.29 -1.56
C 2.73 -3.57 -1.23
C 4.03 -3.94 -1.52
C 4.88 -3.06 -2.16
C 4.45 -1.79 -2.49
C 3.14 -1.40 -2.20
C -0.24 -3.15 -2.26
C -0.77 -4.25 -1.60
C -1.34 -5.30 -2.32
C -1.39 -5.25 -3.70
C -0.85 -4.16 -4.37
C -0.29 -3.12 -3.65
H 0.35 -2.96 0.67
H -1.42 -3.91 1.77
H -3.19 -5.60 1.55
H -5.35 -5.01 0.51
H -5.72 -2.72 -0.35
H -3.91 -1.03 -0.19
H -2.67 0.39 2.55
H -2.93 0.53 5.02
H -1.58 -0.93 6.47
H 0.06 -2.49 5.48
H 0.35 -2.60 3.04
H 2.05 -4.28 -0.76
H 4.37 -4.94 -1.26
H 5.89 -3.37 -2.41
H 5.11 -1.09 -2.99
H 2.80 -0.40 -2.45
H -0.77 -4.32 -0.53
H -1.76 -6.14 -1.79
H -1.83 -6.07 -4.26
H -0.88 -4.11 -5.45
H 0.12 -2.28 -4.19
C 0.41 0.43 -4.26
C 1.12 1.46 -3.45
C 2.15 2.27 -3.84
C 2.56 3.00 -2.70
C 1.77 2.60 -1.65
C 1.86 3.12 -0.25
N 0.87 1.65 -2.10
H 0.69 0.51 -5.30
H -0.68 0.51 -4.18
H 0.69 -0.56 -3.91
H 2.56 2.34 -4.84
H 3.35 3.73 -2.65
H 2.82 3.62 -0.12
H 1.78 2.32 0.48
H 1.07 3.85 -0.05
C 5.77 1.39 2.55
C 4.58 2.11 3.10
C 3.49 1.43 3.62
C 2.38 2.09 4.12
C 2.35 3.48 4.08
C 3.43 4.18 3.58
C 4.54 3.50 3.10
S -0.21 3.83 5.05
O 1.29 4.26 4.53
O -0.15 2.81 6.07
N -0.86 3.03 3.70
C -1.11 3.90 2.54
C -2.18 3.35 1.59
C -1.85 2.19 0.66
O -2.78 1.52 0.20
O -0.62 1.96 0.36
H 5.66 0.31 2.65
H 6.70 1.68 3.06
H 5.90 1.61 1.49
H 3.51 0.35 3.64
H 1.57 1.53 4.56
H 3.40 5.26 3.57
H 5.37 4.06 2.69
H -1.64 2.45 3.99
H -0.16 4.01 2.02
H -1.44 4.89 2.87
H -2.45 4.18 0.93
H -3.08 3.07 2.15
*
```

Atom charges from the Mulliken analysis, given in e for atoms 1 to 4: atom 1 (Ga): -0.9311, atom 2 (O): -0.7310, atom 3 (C): -0.0531, atom 4 (O): 0.9630

***

# 3
DFT (wB97M-V/def2-TZVPD) results for a molecular structure, C46H46AsBCsN6O3.

Calculated values
- E_HOMO: -5.59 eV
- Lowest unoccupied orbital energy: 2.2389 eV

Geometry as ORCA input:
```
! RIJCOSX wB97M-V def2-TZVPD def2/J DEFGRID3
* xyz -1 1
Cs -0.53 -0.06 0.11
C 5.29 2.14 2.58
C 4.51 1.36 1.58
C 5.00 0.51 0.61
C 3.85 0.06 -0.06
N 2.75 0.56 0.48
N 3.16 1.37 1.49
B 2.22 2.25 2.34
N 1.41 1.44 3.38
N 0.50 0.49 3.07
C 0.03 0.01 4.21
C 0.63 0.66 5.30
C 1.50 1.57 4.73
C 2.39 2.54 5.43
C -1.01 -1.03 4.25
C -1.54 -1.46 5.47
C -2.54 -2.42 5.51
C -3.04 -2.96 4.33
C -2.53 -2.54 3.11
C -1.52 -1.59 3.08
N 1.39 3.25 1.50
N 0.45 2.89 0.58
C -0.03 4.01 0.06
C 0.61 5.13 0.63
C 1.50 4.60 1.53
C 2.44 5.34 2.42
C -1.08 4.00 -0.97
C -1.55 5.19 -1.52
C -2.55 5.18 -2.48
C -3.10 3.99 -2.91
C -2.65 2.79 -2.37
C -1.65 2.81 -1.41
C 3.79 -0.81 -1.24
C 4.87 -1.64 -1.55
C 4.85 -2.43 -2.69
C 3.75 -2.41 -3.54
C 2.67 -1.60 -3.22
C 2.69 -0.81 -2.09
H 6.36 1.94 2.44
H 5.03 1.85 3.60
H 5.14 3.21 2.49
H 6.03 0.29 0.40
H 2.94 2.94 2.99
H 0.46 0.52 6.35
H 2.26 2.43 6.50
H 2.15 3.57 5.16
H 3.44 2.38 5.19
H -1.16 -1.05 6.39
H -2.94 -2.74 6.46
H -3.83 -3.70 4.36
H -2.91 -2.95 2.18
H -1.12 -1.29 2.13
H 0.45 6.17 0.42
H 2.32 6.41 2.27
H 3.48 5.08 2.21
H 2.26 5.12 3.47
H -1.13 6.14 -1.19
H -2.90 6.12 -2.89
H -3.89 3.99 -3.66
H -3.06 1.84 -2.67
H -1.32 1.87 -1.00
H 5.72 -1.68 -0.90
H 5.69 -3.07 -2.91
H 3.73 -3.02 -4.43
H 1.79 -1.57 -3.87
H 1.83 -0.18 -1.87
O -4.76 -3.68 0.51
C -5.31 -2.44 0.33
C -6.60 -2.20 0.78
C -7.19 -0.96 0.64
C -6.48 0.07 0.04
C -5.18 -0.17 -0.39
C -4.57 -1.41 -0.26
C -3.12 -1.55 -0.73
O -2.50 -2.60 -0.47
O -2.62 -0.53 -1.27
H -5.42 -4.24 0.92
H -7.15 -3.01 1.25
H -8.20 -0.80 1.00
H -6.91 1.05 -0.08
H -4.59 0.61 -0.85
C -0.56 -4.65 1.18
As 0.42 -3.22 0.27
C 0.42 -4.00 -1.52
C 2.25 -3.71 0.87
C 2.67 -5.11 0.64
C 2.47 -6.09 1.61
C 2.84 -7.41 1.37
C 3.42 -7.77 0.17
C 3.62 -6.80 -0.81
C 3.26 -5.49 -0.57
H -0.15 -5.63 0.92
H -1.60 -4.57 0.85
H -0.51 -4.50 2.25
H 0.78 -5.02 -1.51
H 1.06 -3.39 -2.17
H -0.61 -3.95 -1.87
H 2.28 -3.47 1.93
H 2.93 -3.01 0.37
H 2.02 -5.82 2.55
H 2.67 -8.15 2.14
H 3.70 -8.80 -0.02
H 4.07 -7.07 -1.75
H 3.43 -4.74 -1.34
*
```

Atom charges from the Mulliken analysis, given in e for atoms 1 to 4: atom 1 (Cs): 2.2957, atom 2 (C): -1.2683, atom 3 (C): 0.8255, atom 4 (C): -1.4555

***

# 4
DFT (wB97M-V/def2-TZVPD) results for a molecular structure, C46H47BrN2O2SbW.

Calculated values
- E_HOMO (spin up / spin down): -15.27 / -15.27 eV
- Lowest unoccupied orbital energy (spin up / spin down): -10.4217 / -10.3636 eV

Geometry as ORCA input:
```
! RIJCOSX wB97M-V def2-TZVPD def2/J DEFGRID3
* xyz 3 1
W -0.21 0.93 -0.91
C -2.08 1.64 -3.93
C -1.77 2.04 -2.51
C -2.47 1.44 -1.42
C -3.58 0.46 -1.69
C -2.28 1.96 -0.10
C -3.28 1.65 0.98
C -1.27 2.93 0.14
C -1.19 3.61 1.48
C -0.41 3.35 -0.91
C 0.62 4.42 -0.64
C -0.74 2.97 -2.27
C -0.01 3.59 -3.43
H -2.94 2.22 -4.27
H -2.35 0.59 -4.01
H -1.26 1.84 -4.61
H -3.46 -0.07 -2.62
H -4.52 1.01 -1.75
H -3.69 -0.28 -0.90
H -3.86 2.56 1.15
H -2.83 1.37 1.93
H -3.97 0.86 0.70
H -0.19 3.91 1.76
H -1.62 3.02 2.28
H -1.80 4.52 1.40
H 0.12 5.39 -0.63
H 1.40 4.45 -1.39
H 1.10 4.28 0.33
H 0.70 2.91 -3.90
H 0.52 4.49 -3.15
H -0.73 3.86 -4.21
O -1.54 -2.75 -2.57
C -0.27 -3.17 -2.86
C -0.08 -4.55 -2.92
C 1.18 -5.05 -3.19
C 2.25 -4.19 -3.39
C 2.05 -2.83 -3.33
C 0.79 -2.29 -3.07
C 0.60 -0.82 -3.25
O -0.47 -0.27 -2.44
N 1.78 -0.05 -2.88
N 1.68 0.36 -1.60
C 1.95 1.66 -1.28
C 2.55 1.97 0.01
Br 1.37 1.16 1.29
C 3.65 2.69 0.24
C 4.38 3.10 1.43
C 3.94 2.94 2.75
C 4.73 3.35 3.80
C 5.98 3.92 3.55
C 6.43 4.09 2.25
C 5.63 3.69 1.20
H -1.61 -1.80 -2.73
H -0.92 -5.20 -2.77
H 1.32 -6.12 -3.24
H 3.23 -4.58 -3.61
H 2.88 -2.16 -3.53
H 0.38 -0.58 -4.30
H 2.12 0.65 -3.54
H 2.17 2.33 -2.12
H 4.11 3.03 -0.68
H 2.97 2.52 2.99
H 4.38 3.23 4.81
H 6.59 4.24 4.38
H 7.39 4.54 2.06
H 5.98 3.82 0.18
C 1.75 -5.22 0.49
C 2.33 -4.00 0.19
C 1.55 -2.85 0.15
C 0.18 -2.96 0.39
C -0.41 -4.19 0.66
C 0.39 -5.32 0.72
Sb -1.00 -1.28 0.72
C -2.99 -1.94 0.85
C -3.67 -1.63 2.03
C -4.97 -2.09 2.21
C -5.57 -2.87 1.23
C -4.88 -3.19 0.08
C -3.59 -2.73 -0.12
C -0.56 -0.92 2.75
C -0.66 0.30 3.42
C -0.43 0.39 4.78
C -0.11 -0.75 5.50
C 0.00 -1.97 4.85
C -0.22 -2.05 3.49
H 2.37 -6.11 0.54
H 3.39 -3.93 0.01
H 2.01 -1.89 -0.06
H -1.47 -4.28 0.86
H -0.05 -6.28 0.95
H -3.21 -1.06 2.82
H -5.50 -1.86 3.12
H -6.58 -3.24 1.38
H -5.35 -3.82 -0.67
H -3.06 -3.00 -1.03
H -0.90 1.20 2.88
H -0.52 1.34 5.28
H 0.06 -0.68 6.56
H 0.26 -2.85 5.41
H -0.12 -3.02 3.01
*
```

Atom charges from the Mulliken analysis, given in e for atoms 1 to 4: atom 1 (W): 1.7355, atom 2 (C): -2.1990, atom 3 (C): 1.3755, atom 4 (C): 0.9892

***

What energy relative to the best compared isomer or geometry (same formula, charge and spin) values result from the calculations? In sequence: 1.0, 16.8, 24.0, 27.6 kcal/mol.
What max |F| values result from the calculations? In sequence: 2.1, 0.9, 1.7, 1.2 eV Å⁻¹.